Entry 1:
135
Properties=species:S:1:pos:R:3:forces:R:3 method="wB97M-V/def2-TZVPD" total_energy_ha=-4632.562247 multiplicity=1 fmax_ha_per_bohr=0.1322 orbital_gap_ev=5.6 total_charge=+1
C 4.056 0.673 3.623 -4.574 4.725 -1.714
C 3.215 1.643 3.283 4.983 -4.321 0.024
C 2.530 2.857 2.435 -0.155 -1.477 1.002
C 1.644 2.258 1.206 -2.996 -0.022 -0.448
C 0.063 2.420 1.378 1.641 -2.086 -3.803
C -0.877 1.849 0.241 3.156 -0.486 -0.449
C -2.485 1.903 0.241 0.283 0.073 -0.301
C -3.127 3.159 1.032 -0.673 -0.570 -0.442
C -4.555 2.679 1.667 0.707 -0.132 1.364
S -5.893 2.628 0.363 -0.169 -1.047 -0.485
C -7.027 1.158 0.683 0.264 -0.881 0.900
S -7.398 0.858 2.301 0.215 0.343 -2.270
N -7.493 0.374 -0.482 1.748 0.530 2.756
C -6.369 -0.188 -1.296 0.158 -0.545 -1.946
C -5.666 -1.506 -0.644 0.082 0.058 -0.113
O -6.240 -1.919 0.625 -0.783 1.104 -1.261
C -7.681 -2.067 0.473 -0.471 -0.614 0.158
C -8.426 -0.732 -0.105 -1.313 -1.144 -0.676
C -0.172 1.149 -0.989 2.829 1.442 2.826
C 1.421 1.028 -1.064 -3.614 1.213 1.560
C 2.007 0.264 -2.353 -0.515 -0.174 -0.746
O 2.582 -1.066 -2.040 1.243 3.299 -1.048
O 1.673 -1.617 -1.203 -1.543 -1.818 2.721
N 2.254 1.607 0.022 -3.258 0.359 0.224
C 3.745 1.495 -0.143 1.765 -0.952 -0.399
C 4.361 2.531 -1.231 -0.090 0.928 0.831
C 5.975 2.377 -1.423 -1.459 2.016 -0.332
F 6.309 3.303 -2.505 -0.564 -2.262 3.045
F 6.568 2.823 -0.195 -0.824 -1.271 -3.032
C 6.436 0.907 -1.920 0.885 0.897 -2.620
F 5.298 0.320 -2.572 2.710 0.991 1.862
F 7.421 1.136 -2.976 -2.517 -1.087 2.921
C 7.150 -0.009 -0.809 1.428 1.233 1.749
F 8.422 0.651 -0.516 -3.405 -1.805 -0.848
F 6.424 0.021 0.458 1.503 -0.351 -3.555
C 7.533 -1.506 -1.253 -0.382 -1.705 -2.310
F 6.446 -2.222 -1.917 2.531 2.382 1.964
F 8.575 -1.417 -2.268 -2.816 -0.142 3.382
C 7.960 -2.491 -0.022 -0.473 -2.696 -0.913
F 8.284 -3.762 -0.664 -0.705 3.571 1.666
F 6.841 -2.803 0.852 3.313 1.496 -2.355
C 9.289 -2.047 0.768 2.382 -0.929 3.143
F 9.033 -1.020 1.768 0.665 -2.743 -3.451
F 10.403 -1.710 -0.054 -3.774 -0.649 2.269
F 9.705 -3.209 1.544 -1.255 3.310 -2.289
H 4.683 -0.234 3.985 -1.558 2.220 -0.690
H 3.294 3.651 2.104 -0.985 -1.510 0.420
H 1.815 3.374 3.192 1.067 -0.897 -1.655
H -0.411 2.947 2.288 1.262 -1.034 -1.622
H -2.934 0.909 0.661 1.157 1.652 -0.545
H -2.830 1.946 -0.866 0.708 -0.100 1.814
H -3.338 3.996 0.266 0.591 -1.149 1.345
H -2.404 3.550 1.854 -1.527 -0.667 -1.330
H -4.443 1.620 2.126 -0.270 1.787 -0.672
H -4.866 3.420 2.501 0.423 -1.324 -1.434
H -6.837 -0.547 -2.305 0.669 0.753 1.775
H -5.580 0.609 -1.606 -1.549 -1.295 0.960
H -4.551 -1.253 -0.463 -1.826 -0.742 -0.198
H -5.804 -2.392 -1.381 0.522 1.443 1.008
H -7.848 -2.969 -0.242 0.078 1.538 0.988
H -8.126 -2.370 1.492 0.938 0.606 -1.601
H -9.299 -0.382 0.585 2.008 -0.431 -1.100
H -8.949 -1.074 -1.089 0.981 0.794 1.551
H -0.827 0.727 -1.841 1.429 0.706 1.578
H 2.772 0.859 -2.969 -0.959 -0.998 1.241
H 1.120 0.037 -3.078 1.331 0.709 1.582
H 2.094 -1.678 -0.296 -0.277 0.136 -1.402
H 3.946 0.386 -0.448 -0.397 2.070 0.421
H 4.338 1.655 0.834 -1.493 -0.218 -1.335
H 3.809 2.555 -2.237 1.099 -0.322 1.504
H 4.221 3.594 -0.766 0.431 -1.823 -0.939
C 9.828 -2.488 -4.570 0.008 -0.135 -0.147
O 10.244 -2.987 -5.833 0.116 0.434 0.123
C 10.570 -1.943 -6.754 0.233 -0.494 -0.046
C 12.077 -1.713 -6.828 -0.165 0.447 0.217
O 12.598 -1.233 -5.588 -0.223 -0.353 -0.118
C 13.191 -2.263 -4.811 0.045 0.056 -0.067
H 9.892 -3.298 -3.843 -0.019 -0.049 -0.116
H 10.456 -1.662 -4.221 -0.008 -0.041 -0.092
H 8.789 -2.152 -4.629 -0.031 0.065 0.026
H 10.045 -1.018 -6.489 0.109 -0.016 0.034
H 10.213 -2.263 -7.739 0.037 0.043 0.046
H 12.276 -0.939 -7.578 -0.023 -0.048 0.007
H 12.601 -2.623 -7.141 -0.118 -0.015 0.058
H 14.188 -2.487 -5.198 0.065 -0.123 0.019
H 12.590 -3.177 -4.807 0.008 0.075 -0.039
H 13.289 -1.907 -3.787 -0.007 0.108 -0.010
C -8.757 -4.427 3.786 -0.027 0.063 -0.033
O -8.983 -4.944 2.482 0.118 -0.259 0.251
C -8.393 -6.233 2.294 -0.423 0.136 -0.276
C -9.424 -7.348 2.450 0.291 -0.088 0.446
O -9.935 -7.410 3.781 0.031 0.313 -0.348
C -11.194 -6.766 3.913 0.003 -0.095 -0.006
H -9.466 -3.617 3.963 0.018 -0.023 -0.116
H -8.898 -5.184 4.564 0.011 0.011 -0.120
H -7.742 -4.024 3.854 0.069 0.006 0.098
H -7.554 -6.376 2.984 -0.112 -0.035 0.021
H -7.998 -6.257 1.273 -0.011 -0.034 0.053
H -8.934 -8.307 2.252 -0.006 0.049 -0.024
H -10.241 -7.236 1.728 0.062 0.107 0.028
H -11.982 -7.418 3.529 -0.122 0.044 -0.049
H -11.226 -5.809 3.385 0.047 -0.069 0.011
H -11.378 -6.586 4.971 0.071 -0.069 0.041
C -2.876 9.341 -1.966 -0.042 0.108 -0.036
O -2.501 8.601 -3.121 0.219 -0.339 0.378
C -1.394 7.732 -2.879 -0.424 0.016 -0.407
C -1.852 6.297 -2.635 0.173 0.193 0.422
O -2.625 6.187 -1.438 0.016 0.071 -0.287
C -4.023 6.173 -1.691 -0.002 -0.040 0.002
H -3.880 9.735 -2.122 0.082 -0.029 -0.112
H -2.885 8.725 -1.062 0.036 -0.010 -0.101
H -2.189 10.180 -1.825 0.003 0.027 0.092
H -0.791 8.100 -2.041 -0.074 -0.087 0.014
H -0.768 7.754 -3.778 -0.012 -0.036 0.063
H -0.967 5.665 -2.501 0.013 0.018 -0.028
H -2.413 5.909 -3.492 -0.011 0.130 0.019
H -4.323 5.180 -2.033 -0.137 -0.048 -0.100
H -4.316 6.918 -2.436 0.077 -0.052 0.056
H -4.543 6.390 -0.759 0.064 -0.002 0.071
C -3.502 -2.108 3.285 -0.180 -0.128 -0.160
O -2.980 -0.816 3.562 0.002 0.026 0.263
C -3.486 -0.275 4.783 0.428 0.148 -0.132
C -2.493 -0.448 5.929 -0.430 -0.367 0.170
O -2.286 -1.825 6.243 0.109 0.303 -0.402
C -1.100 -2.345 5.659 -0.047 0.019 0.122
H -2.868 -2.581 2.533 0.017 0.111 -0.002
H -3.521 -2.750 4.171 0.051 0.132 -0.019
H -4.514 -2.016 2.881 -0.055 -0.101 -0.012
H -4.454 -0.725 5.031 0.110 -0.011 0.032
H -3.646 0.796 4.614 -0.033 -0.024 0.070
H -2.908 0.023 6.826 0.013 0.012 -0.058
H -1.540 0.044 5.705 -0.037 -0.031 -0.095
H -0.234 -2.032 6.247 0.138 0.014 -0.035
H -0.972 -2.020 4.623 -0.058 0.011 0.048
H -1.157 -3.432 5.678 -0.075 -0.008 0.071

=====

Entry 2:
15
Properties=species:S:1:pos:R:3:forces:R:3 method="wB97M-V/def2-TZVPD" e_above_lowest_kj_mol=366.6 smiles="O=[S@H](O)=S.C=CC" total_energy_ha=-1065.842396 multiplicity=1 fmax_ha_per_bohr=0.0905 orbital_gap_ev=10.0
C -1.731 -0.987 -0.701 0.565 0.467 0.606
C -0.785 -0.082 1.420 -1.026 1.654 1.161
C -1.709 -0.047 0.467 1.774 -1.916 0.418
O 2.867 1.657 -0.666 -1.769 0.936 -0.192
O 0.713 1.013 -1.389 -1.764 0.232 -1.296
S 2.528 -1.213 -0.389 -1.101 1.711 -0.266
S 1.683 0.588 -0.477 3.414 -1.591 2.734
H -2.751 -1.304 -0.881 -0.241 -0.893 0.654
H -1.631 -0.427 -1.631 1.184 -0.199 -0.144
H -0.989 -1.785 -0.399 -0.924 0.586 -1.456
H 3.745 1.381 -0.483 1.223 -1.016 0.418
H 0.093 -0.575 1.196 1.653 -1.728 0.032
H -0.782 0.445 2.419 -0.375 -0.369 -1.445
H -2.548 0.473 0.644 -2.967 2.068 0.478
H 1.298 0.862 0.870 0.355 0.058 -1.701

=====

Entry 3:
138
Properties=species:S:1:pos:R:3:forces:R:3 method="wB97M-V/def2-TZVPD" e_above_lowest_kj_mol=269.7 total_energy_ha=-5371.876030 multiplicity=6 s2=8.855 fmax_ha_per_bohr=0.0329 orbital_gap_ev="4.1 / 6.6" total_charge=+1
Mn -0.322 -0.035 -0.924 0.919 -0.276 0.378
C -2.114 -4.194 -0.687 0.002 0.142 0.000
C -2.996 -3.053 -0.278 -0.305 -0.248 0.072
N -4.115 -3.309 0.358 0.327 -0.104 -0.092
C -4.887 -2.296 0.792 -0.150 0.299 0.017
C -4.571 -0.970 0.648 -0.240 -0.058 0.097
C -5.434 0.059 1.329 0.124 -0.003 0.055
O -5.033 0.273 2.683 0.049 0.103 -0.043
C -3.400 -0.641 -0.088 0.406 -0.584 0.102
C -3.066 0.696 -0.404 0.190 0.416 -0.284
N -2.040 1.116 -1.111 -0.833 -0.055 0.238
C -2.154 2.393 -1.666 -0.127 0.830 -0.184
C -3.358 2.842 -2.232 0.197 -0.275 0.114
C -3.431 4.059 -2.882 -0.035 0.133 -0.059
C -2.314 4.875 -2.990 -0.016 -0.003 0.014
C -1.125 4.484 -2.394 0.018 0.020 0.020
C -1.071 3.270 -1.739 0.378 -0.429 0.488
I 0.658 2.682 -0.674 -0.309 1.257 -0.299
C -2.603 -1.714 -0.589 -0.119 0.496 -0.063
O -1.557 -1.503 -1.303 -1.218 -0.991 0.175
H -2.385 -5.077 -0.114 -0.012 -0.014 -0.013
H -1.065 -3.948 -0.521 -0.005 -0.070 -0.037
H -2.243 -4.415 -1.749 0.032 0.000 -0.038
H -5.806 -2.584 1.292 0.049 0.030 0.064
H -6.462 -0.295 1.381 0.008 -0.013 -0.010
H -5.437 1.009 0.785 -0.118 -0.038 0.007
H -4.087 0.466 2.695 0.005 -0.037 0.014
H -3.737 1.475 -0.044 -0.161 -0.068 -0.205
H -4.223 2.191 -2.190 0.000 -0.011 -0.077
H -4.368 4.369 -3.327 0.000 -0.012 0.007
H -2.368 5.815 -3.522 -0.002 0.006 0.010
H -0.250 5.120 -2.421 -0.015 0.013 -0.029
F -1.936 3.203 4.557 0.005 0.073 0.006
C -1.301 2.006 4.524 0.035 -0.242 0.065
C -1.101 1.398 3.306 -0.123 0.126 -0.012
C -0.492 0.120 3.232 0.066 -0.004 -0.549
C -0.231 -0.455 1.967 0.143 -0.303 0.697
O -0.588 0.219 0.897 -0.190 0.243 0.343
C 0.403 -1.729 1.955 -0.036 0.135 -0.247
C 0.672 -2.359 3.122 0.034 -0.035 0.000
N 0.385 -1.843 4.360 -0.015 0.064 -0.310
C 0.493 -2.787 5.450 -0.034 0.006 0.285
C 1.079 -2.531 6.809 0.184 0.047 -0.007
C -0.397 -2.805 6.655 -0.175 -0.131 -0.055
C -0.129 -0.546 4.441 -0.058 0.128 0.341
C -0.280 0.140 5.634 -0.003 -0.067 0.032
C -0.871 1.426 5.701 0.033 0.094 -0.015
N -0.970 2.030 6.995 -0.071 -0.029 0.012
C -1.968 1.472 7.903 0.019 0.126 -0.046
C -1.459 1.691 9.354 -0.362 -0.231 -0.146
N -0.256 2.566 9.254 0.022 -0.008 -0.044
C -0.592 3.844 8.562 -0.128 0.253 -0.328
C -0.950 3.481 7.092 0.072 -0.118 0.015
C 0.814 -2.408 0.689 0.094 -0.082 -0.166
O 1.253 -3.550 0.702 0.026 0.056 0.012
O 0.700 -1.696 -0.387 0.401 -0.361 0.132
H -1.406 1.893 2.394 0.029 0.012 0.007
H 1.143 -3.331 3.087 -0.039 -0.020 0.028
H 0.722 -3.762 5.050 -0.016 0.003 -0.033
H 1.415 -1.538 7.066 -0.048 0.029 -0.030
H 1.700 -3.313 7.222 -0.010 -0.015 -0.030
H -1.105 -2.001 6.789 0.073 0.028 -0.013
H -0.776 -3.770 6.964 0.031 -0.008 -0.003
H 0.040 -0.281 6.573 0.055 -0.007 -0.048
H -2.080 0.411 7.695 0.007 -0.013 0.034
H -2.948 1.945 7.766 0.000 -0.004 0.023
H -1.163 0.757 9.829 0.086 0.032 0.001
H -2.202 2.181 9.979 0.093 0.079 0.049
H 0.358 2.073 8.588 0.084 -0.006 0.129
H 0.197 2.710 10.152 0.026 0.000 0.017
H 0.267 4.509 8.615 0.029 -0.045 0.064
H -1.428 4.307 9.080 0.030 -0.073 0.112
H -0.196 3.859 6.405 0.015 0.023 0.031
H -1.905 3.940 6.823 0.000 0.010 0.053
C 2.782 -1.758 -2.386 -0.202 0.006 0.230
N 2.124 -1.765 -3.673 -0.093 0.378 -0.015
C 0.687 -1.910 -3.664 -0.008 0.082 0.283
P -0.331 -0.375 -3.300 -0.098 -0.597 -1.581
C 0.069 0.786 -4.655 0.067 0.204 0.353
C -0.351 0.512 -5.959 0.052 0.017 0.010
C -0.081 1.406 -6.980 -0.020 -0.087 -0.054
C 0.599 2.588 -6.714 0.041 0.047 0.049
C 1.012 2.872 -5.423 -0.012 0.046 -0.047
C 0.744 1.975 -4.399 -0.096 -0.063 0.030
C -1.981 -0.925 -3.889 -0.094 0.142 0.229
C -2.353 -2.262 -4.013 0.091 0.049 0.074
C -3.665 -2.598 -4.309 -0.039 -0.072 -0.023
C -4.621 -1.610 -4.492 0.016 -0.006 -0.013
C -4.248 -0.277 -4.414 -0.039 0.057 -0.009
C -2.937 0.061 -4.120 0.060 -0.038 0.003
C 2.839 -2.174 -4.817 0.019 -0.050 -0.068
C 3.950 -3.011 -4.721 -0.015 -0.008 0.067
C 4.655 -3.377 -5.858 -0.019 0.032 0.006
C 4.260 -2.930 -7.109 0.058 -0.035 -0.053
C 3.149 -2.105 -7.211 -0.030 0.007 0.010
C 2.450 -1.721 -6.079 0.005 -0.041 0.021
P 2.352 -0.196 -1.453 1.451 0.033 -0.264
C 3.582 0.923 -2.286 -0.187 0.005 -0.010
C 3.557 1.037 -3.678 0.127 -0.030 0.057
C 4.493 1.806 -4.353 0.012 0.023 0.023
C 5.460 2.501 -3.642 0.003 0.022 -0.050
C 5.478 2.423 -2.259 0.038 0.077 0.060
C 4.549 1.643 -1.584 -0.023 -0.022 -0.041
C 3.227 -0.407 0.154 -0.394 -0.072 0.038
C 3.984 -1.535 0.461 -0.053 0.050 -0.032
C 4.518 -1.699 1.731 0.008 -0.075 0.048
C 4.312 -0.742 2.713 0.032 -0.029 0.001
C 3.588 0.400 2.411 -0.047 0.042 0.021
C 3.051 0.561 1.144 -0.040 -0.098 -0.027
H 3.860 -1.733 -2.532 -0.014 -0.073 -0.035
H 2.493 -2.619 -1.774 0.070 0.007 0.064
H 0.369 -2.624 -2.890 0.030 -0.054 -0.075
H 0.362 -2.263 -4.641 -0.038 -0.030 0.017
H -0.896 -0.400 -6.171 -0.012 0.006 -0.040
H -0.407 1.181 -7.987 0.001 0.010 0.004
H 0.805 3.286 -7.515 -0.008 -0.001 0.000
H 1.544 3.789 -5.206 0.009 -0.009 -0.005
H 1.082 2.195 -3.395 0.000 0.013 -0.054
H -1.632 -3.051 -3.857 -0.012 -0.034 0.078
H -3.944 -3.642 -4.380 0.010 0.014 -0.021
H -5.648 -1.879 -4.702 0.008 -0.003 -0.013
H -4.982 0.503 -4.582 0.024 0.000 -0.005
H -2.643 1.102 -4.081 -0.054 0.067 0.021
H 4.254 -3.401 -3.759 0.008 -0.001 -0.022
H 5.513 -4.030 -5.757 0.000 -0.001 -0.021
H 4.809 -3.222 -7.994 -0.004 0.007 0.006
H 2.828 -1.740 -8.179 0.018 -0.008 -0.003
H 1.609 -1.047 -6.174 0.006 0.010 0.019
H 2.814 0.504 -4.247 0.014 -0.089 -0.060
H 4.464 1.858 -5.434 -0.010 -0.009 0.005
H 6.196 3.099 -4.164 -0.003 0.003 0.007
H 6.229 2.966 -1.699 -0.012 -0.015 0.012
H 4.597 1.580 -0.505 0.066 0.022 -0.047
H 4.158 -2.306 -0.274 -0.068 -0.045 -0.021
H 5.081 -2.596 1.956 0.021 0.019 -0.003
H 4.716 -0.886 3.708 0.010 0.005 -0.021
H 3.422 1.161 3.164 0.019 -0.004 -0.016
H 2.497 1.466 0.930 -0.076 -0.025 0.059